(1)
A single C8H11NO molecule in a non-equilibrium geometry. Source: the Open Molecules 2025 dataset; level of theory: ωB97M-V/def2-TZVPD.

CARTESIAN COORDINATES (ANGSTROEM)
1 O -1.807 -2.095 -0.447
2 N -1.453 0.163 -0.106
3 C -1.272 -1.222 0.252
4 C -0.056 -1.382 1.164
5 C 1.845 -0.556 -0.363
6 C -2.567 0.403 -0.938
7 C -0.564 1.087 0.201
8 C 2.838 0.114 -0.823
9 C 1.203 -1.609 0.295
10 C -0.418 2.118 1.020
11 H -2.408 1.039 -1.842
12 H -1.331 2.619 1.390
13 H 2.762 1.017 -1.343
14 H -2.833 -0.684 -1.278
15 H 3.795 -0.361 -1.014
16 H -3.357 0.774 -0.406
17 H 1.767 -2.209 1.019
18 H 0.790 -2.350 -0.503
19 H 0.594 2.549 1.095
20 H -0.230 -2.362 1.810
21 H 0.016 -0.511 1.837

**Kohn-Sham gap (spin up / spin down)**: 7.9218 / 7.8140 eV
**Multiplicity**: 1
**Total energy**: -441.1861 Eh
**Energy relative to the best compared isomer or geometry (same formula, charge and spin)**: 686.6 kJ/mol
**LUMO (spin up / spin down)**: 0.31 / 0.41 eV
**E_HOMO (spin up / spin down)**: -7.6 / -7.4 eV



(2)
2 unconnected molecules or ions with the total composition C8H11NO in a non-equilibrium geometry. Source: the Open Molecules 2025 dataset; level of theory: ωB97M-V/def2-TZVPD.

CARTESIAN COORDINATES (ANGSTROEM)
1 O 2.244 0.706 -1.128
2 N 1.618 -0.342 0.787
3 C -1.123 -0.291 -1.080
4 C 4.002 -0.185 0.240
5 C -3.163 -0.826 0.121
6 C 2.536 0.109 -0.080
7 C -3.243 0.538 0.558
8 C -2.132 -1.237 -0.720
9 C -2.239 1.409 0.150
10 C -1.169 0.982 -0.651
11 H 1.855 -0.737 1.643
12 H -0.267 -0.639 -1.645
13 H -4.039 0.881 1.238
14 H -0.291 1.638 -0.855
15 H -3.905 -1.474 0.559
16 H -2.049 -2.264 -1.054
17 H 0.646 -0.058 0.648
18 H -2.397 2.504 0.397
19 H 4.266 -0.944 -0.490
20 H 4.554 0.723 0.086
21 H 4.294 -0.493 1.276

**Kohn-Sham gap**: 10.2456 eV
**Multiplicity**: 1
**SMILES string**: c1ccccc1.CC(N)=O
**Total energy**: -441.4394 Eh
**Energy relative to the best compared isomer or geometry (same formula, charge and spin)**: 21.5 kJ/mol
**LUMO**: 0.89 eV
**E_HOMO**: -9.4 eV



(3)
A single C8H11NO molecule in a non-equilibrium geometry. Source: the Open Molecules 2025 dataset; level of theory: ωB97M-V/def2-TZVPD.

CARTESIAN COORDINATES (ANGSTROEM)
1 O -1.706 -0.138 -0.189
2 N 1.405 1.182 -2.460
3 C -1.114 -1.253 1.702
4 C 0.435 1.476 -1.430
5 C -1.387 0.169 1.152
6 C -0.033 0.944 0.966
7 C 2.264 0.297 -2.576
8 C -0.333 -1.865 0.530
9 C -0.553 -0.724 -0.546
10 C 0.524 0.404 -0.336
11 H 2.964 0.148 -3.346
12 H -0.560 -1.311 2.572
13 H -0.159 2.029 0.916
14 H 0.775 -1.824 0.798
15 H 1.486 -0.101 -0.127
16 H -2.151 0.771 1.645
17 H 0.570 2.410 -0.948
18 H -0.511 1.358 -2.036
19 H -2.028 -1.851 1.892
20 H 0.684 0.733 1.743
21 H -0.572 -2.855 0.078

**Kohn-Sham gap (spin up / spin down)**: 7.3610 / 8.9222 eV
**Multiplicity**: 1
**Total energy**: -441.2206 Eh
**Energy relative to the best compared isomer or geometry (same formula, charge and spin)**: 595.9 kJ/mol
**LUMO (spin up / spin down)**: 0.02 / 0.36 eV
**E_HOMO (spin up / spin down)**: -7.3 / -8.6 eV



(4)
A single C8H11NO2 molecule in a non-equilibrium geometry. Source: the Open Molecules 2025 dataset; level of theory: ωB97M-V/def2-TZVPD.

CARTESIAN COORDINATES (ANGSTROEM)
1 O -1.372 1.372 -2.353
2 O 1.401 -2.043 -0.011
3 N 0.281 -0.166 -0.482
4 C 0.850 -1.477 -2.261
5 C 0.055 -0.663 -3.032
6 C -0.491 1.815 0.636
7 C -1.235 -0.539 1.416
8 C 1.079 0.321 1.883
9 C 0.875 -1.292 -0.779
10 C -0.720 0.380 -2.462
11 C -0.057 0.356 0.841
12 H 0.346 2.291 0.048
13 H -1.236 1.820 0.001
14 H 1.333 -0.625 2.421
15 H -0.704 -1.422 1.855
16 H -2.062 -0.872 0.759
17 H -1.614 -0.132 2.403
18 H 0.660 0.850 2.739
19 H 1.937 0.924 1.483
20 H 1.299 -2.311 -2.689
21 H -0.704 2.376 1.651
22 H 0.079 -0.965 -4.066

**Kohn-Sham gap**: 6.7943 eV
**Multiplicity**: 1
**Total energy**: -516.5385 Eh
**Energy relative to the best compared isomer or geometry (same formula, charge and spin)**: 420.4 kJ/mol
**LUMO**: -1.78 eV
**E_HOMO**: -8.6 eV



(5)
A single C8H11NO2 molecule in a non-equilibrium geometry. Source: the Open Molecules 2025 dataset; level of theory: ωB97M-V/def2-TZVPD.

CARTESIAN COORDINATES (ANGSTROEM)
1 O 1.141 3.064 -0.186
2 O 1.116 0.413 3.573
3 N -0.535 -1.258 -0.548
4 C -1.196 -2.017 0.493
5 C 0.383 -0.256 0.183
6 C -0.929 1.525 -1.146
7 C 0.113 1.005 -0.111
8 C 0.466 -1.907 -1.388
9 C 1.401 1.163 2.730
10 C 1.620 1.954 1.741
11 C 0.936 2.049 0.435
12 H -2.061 -1.431 0.821
13 H -1.090 2.485 -0.921
14 H -1.121 -0.753 -1.084
15 H 1.061 -1.207 -2.094
16 H -0.558 1.477 -2.069
17 H -1.728 -2.794 0.071
18 H -0.068 -2.662 -1.873
19 H 2.277 2.837 2.052
20 H -1.838 1.070 -1.113
21 H 1.002 -2.483 -0.670
22 H -0.393 -2.273 1.107

**Kohn-Sham gap**: 8.4659 eV
**Multiplicity**: 1
**Total energy**: -516.4705 Eh
**Energy relative to the best compared isomer or geometry (same formula, charge and spin)**: 598.7 kJ/mol
**LUMO**: 0.44 eV
**E_HOMO**: -8.0 eV



(6)
2 unconnected molecules or ions with the total composition C8H11NOS in a non-equilibrium geometry. Source: the Open Molecules 2025 dataset; level of theory: ωB97M-V/def2-TZVPD.

CARTESIAN COORDINATES (ANGSTROEM)
1 S -0.769 -1.768 -1.226
2 O -1.650 -1.243 -2.278
3 N 0.782 -2.118 -2.052
4 C -0.651 1.335 0.774
5 C 0.616 0.708 0.969
6 C 0.659 -0.696 1.120
7 C -1.220 -3.554 -1.223
8 C 1.645 1.549 1.194
9 C -0.849 2.708 0.800
10 C 0.256 3.499 1.027
11 C 1.473 2.927 1.168
12 H -1.205 -4.062 -2.228
13 H -1.837 3.206 0.701
14 H 1.191 -1.270 -2.238
15 H 2.679 1.248 1.423
16 H 0.189 4.604 1.205
17 H -1.451 0.588 0.644
18 H 1.306 -2.596 -1.358
19 H -0.379 -0.961 1.446
20 H -2.312 -3.563 -0.861
21 H 2.310 3.600 1.360
22 H -0.782 -4.142 -0.368

**Kohn-Sham gap (spin up / spin down)**: 7.5797 / 7.5793 eV
**Multiplicity**: 1
**Total energy**: -839.4189 Eh
**Energy relative to the best compared isomer or geometry (same formula, charge and spin)**: 514.6 kJ/mol
**LUMO (spin up / spin down)**: -1.01 / -1.01 eV
**E_HOMO (spin up / spin down)**: -8.6 / -8.6 eV



(7)
A molecular structure, C8H11NPRuS in a non-equilibrium geometry. Source: the Open Molecules 2025 dataset; level of theory: ωB97M-V/def2-TZVPD.

CARTESIAN COORDINATES (ANGSTROEM)
1 Ru 1.207 -0.665 1.658
2 S -2.045 -3.903 1.855
3 P 2.954 0.696 1.913
4 N -0.478 -1.915 1.360
5 C -1.085 2.553 -1.407
6 C -1.492 -1.819 0.384
7 C -0.310 1.772 -0.558
8 C -0.814 2.233 -2.773
9 C -0.633 -2.954 2.198
10 C -2.425 -2.819 0.508
11 C 0.180 1.210 -2.862
12 C 0.591 0.815 -1.594
13 H 1.324 0.080 -1.256
14 H 3.840 0.362 2.994
15 H -3.289 -2.944 -0.129
16 H -0.228 1.728 0.530
17 H 2.674 2.080 2.194
18 H -1.801 3.304 -1.074
19 H 0.562 0.794 -3.794
20 H -1.409 -0.992 -0.318
21 H -1.295 2.706 -3.627
22 H 3.876 0.798 0.812
23 H 0.096 -3.116 2.984

**Kohn-Sham gap (spin up / spin down)**: 4.3693 / 6.4726 eV
**Multiplicity**: 6
**Total energy**: -1200.3188 Eh
**Expectation value of S²**: 8.800
**LUMO (spin up / spin down)**: 0.44 / -1.60 eV
**E_HOMO (spin up / spin down)**: -3.9 / -8.1 eV



(8)
A single C8H11NS molecule in a non-equilibrium geometry. Source: the Open Molecules 2025 dataset; level of theory: ωB97M-V/def2-TZVPD.

CARTESIAN COORDINATES (ANGSTROEM)
1 S -2.131 1.196 -0.275
2 N 0.675 -1.341 -1.232
3 C -1.559 -0.456 -2.143
4 C -0.535 -0.612 -1.197
5 C -0.723 0.192 -0.136
6 C 1.346 -1.106 -0.004
7 C -2.473 0.528 -1.850
8 C -0.009 -0.302 2.229
9 C 0.368 0.240 0.845
10 C 1.152 1.508 0.858
11 H -3.331 0.819 -2.527
12 H 1.172 2.011 -0.208
13 H -1.086 -0.777 2.045
14 H 2.235 1.412 1.153
15 H 0.717 -1.033 2.510
16 H 0.705 2.198 1.514
17 H -0.067 0.494 3.070
18 H -1.505 -0.873 -3.178
19 H 2.388 -0.671 -0.123
20 H 1.280 -1.370 -2.021
21 H 1.382 -2.057 0.669

**Kohn-Sham gap**: 8.5771 eV
**Multiplicity**: 1
**SMILES string**: CC1(C)CNc2ccsc21
**Total energy**: -764.3045 Eh
**Energy relative to the best compared isomer or geometry (same formula, charge and spin)**: 117.6 kJ/mol
**LUMO**: 0.84 eV
**E_HOMO**: -7.7 eV



(9)
A single C8H12 molecule in a non-equilibrium geometry. Source: the Open Molecules 2025 dataset; level of theory: ωB97M-V/def2-TZVPD.

CARTESIAN COORDINATES (ANGSTROEM)
1 C 0.118 -0.633 -0.257
2 C -1.072 -0.628 -2.419
3 C 0.213 -0.506 1.197
4 C 1.885 1.511 1.019
5 C -1.912 -0.091 -3.293
6 C -0.968 -0.419 -0.985
7 C 1.425 0.238 1.752
8 C -0.738 -0.773 2.082
9 H 0.967 -1.114 -0.705
10 H -0.862 -0.681 3.155
11 H 2.699 1.376 0.311
12 H 1.087 2.077 0.533
13 H 2.243 2.195 1.792
14 H 2.269 -0.456 1.661
15 H -2.156 -0.437 -4.286
16 H 1.293 0.464 2.796
17 H -2.659 0.596 -2.893
18 H -0.304 -1.302 -2.800
19 H -1.686 -1.239 1.782
20 H -1.842 -0.178 -0.442

**Kohn-Sham gap**: 9.2914 eV
**Multiplicity**: 1
**SMILES string**: C=C/C=C/C(=C)CC
**Total energy**: -311.9366 Eh
**Energy relative to the best compared isomer or geometry (same formula, charge and spin)**: 130.6 kJ/mol
**LUMO**: 0.68 eV
**E_HOMO**: -8.6 eV



(10)
A single C8H12 molecule in a non-equilibrium geometry. Source: the Open Molecules 2025 dataset; level of theory: ωB97M-V/def2-TZVPD.

CARTESIAN COORDINATES (ANGSTROEM)
1 C 0.513 0.603 -0.398
2 C 1.547 1.375 -1.135
3 C -1.367 0.963 1.100
4 C -1.870 -0.502 0.780
5 C -0.345 1.410 0.314
6 C 0.439 -0.847 -0.166
7 C 1.497 -1.673 -0.677
8 C -0.707 -1.305 0.339
9 H -2.765 -0.650 0.173
10 H -0.867 -2.481 0.521
11 H 1.983 -1.061 -1.659
12 H 2.355 -1.952 0.129
13 H -2.032 -0.877 1.769
14 H 1.064 -2.747 -1.094
15 H -0.277 2.528 0.187
16 H 2.654 1.376 -0.742
17 H -1.189 0.888 2.243
18 H 1.459 2.434 -1.309
19 H 1.641 0.835 -2.033
20 H -2.270 1.568 0.873

**Kohn-Sham gap**: 8.7905 eV
**Multiplicity**: 1
**SMILES string**: CC1=CCCC=C1C
**Total energy**: -311.9065 Eh
**Energy relative to the best compared isomer or geometry (same formula, charge and spin)**: 209.8 kJ/mol
**LUMO**: 1.09 eV
**E_HOMO**: -7.7 eV



(11)
A molecular structure, C8H12AgIO6 in a non-equilibrium geometry. Source: the Open Molecules 2025 dataset; level of theory: ωB97M-V/def2-TZVPD.

CARTESIAN COORDINATES (ANGSTROEM)
1 I 24.638 17.154 0.983
2 Ag 25.377 17.360 3.657
3 O 23.790 18.965 4.238
4 O 29.516 15.776 3.368
5 O 28.481 16.642 1.625
6 O 24.058 21.046 3.483
7 O 23.073 20.707 5.429
8 O 27.246 15.932 3.333
9 C 23.699 20.160 4.419
10 C 30.232 17.921 0.678
11 C 30.537 15.960 2.420
12 C 28.322 16.073 2.829
13 C 22.795 22.097 5.137
14 C 23.636 22.356 3.879
15 C 23.032 23.070 6.270
16 C 29.863 16.513 1.143
17 H 29.973 15.843 0.290
18 H 24.533 22.899 4.201
19 H 31.316 17.834 0.497
20 H 21.732 22.085 4.882
21 H 23.162 24.089 5.908
22 H 30.054 18.634 1.479
23 H 31.276 16.684 2.767
24 H 31.014 15.025 2.132
25 H 29.851 18.271 -0.276
26 H 22.282 22.989 7.053
27 H 23.181 22.869 3.038
28 H 23.982 22.909 6.793

**Kohn-Sham gap (spin up / spin down)**: 10.1396 / 6.4238 eV
**Multiplicity**: 2
**Total energy**: -1207.9164 Eh
**Expectation value of S²**: 0.753
**LUMO (spin up / spin down)**: -3.09 / -6.60 eV
**E_HOMO (spin up / spin down)**: -13.2 / -13.0 eV
**Net charge**: +1



(12)
A molecular structure, C8H12B2CdF14O4 in a non-equilibrium geometry. Source: the Open Molecules 2025 dataset; level of theory: ωB97M-V/def2-TZVPD.

CARTESIAN COORDINATES (ANGSTROEM)
1 Cd -0.929 1.395 0.083
2 F -1.702 3.354 -0.042
3 F 1.702 3.522 1.940
4 F 1.986 1.931 3.424
5 F 0.078 4.775 -0.241
6 F -2.962 1.158 0.495
7 F -1.784 1.479 2.285
8 F -4.077 2.004 2.326
9 F -2.724 -2.264 -3.678
10 F -3.343 -0.158 2.396
11 F -0.567 -1.826 -3.655
12 F 0.011 2.688 -1.304
13 F -2.030 -0.251 -4.056
14 F -1.299 4.506 -1.994
15 F 3.666 2.749 2.337
16 O -1.759 -2.236 -1.004
17 O 0.899 0.862 1.002
18 O 2.969 0.188 1.243
19 O -1.006 -0.188 -1.329
20 C 4.352 0.379 0.990
21 C 2.131 1.368 1.086
22 C 4.959 -1.011 0.787
23 C -2.223 -4.469 -0.262
24 C -1.920 -1.044 -1.779
25 C -2.740 -3.231 -0.985
26 C 2.362 2.389 2.231
27 C -1.771 -1.352 -3.300
28 B -0.724 3.828 -0.911
29 B -3.085 1.123 1.900
30 H 6.028 -0.918 1.013
31 H -2.176 -4.342 0.818
32 H -1.170 -4.588 -0.550
33 H 4.509 0.961 0.073
34 H -3.013 -3.571 -1.989
35 H 4.731 -1.403 -0.197
36 H 2.477 1.828 0.149
37 H -2.939 -0.638 -1.653
38 H 4.827 0.929 1.807
39 H 4.617 -1.639 1.611
40 H -3.635 -2.935 -0.419
41 H -2.728 -5.353 -0.649

**Kohn-Sham gap**: 8.0655 eV
**Multiplicity**: 1
**Total energy**: -2229.1282 Eh
**Energy relative to the best compared isomer or geometry (same formula, charge and spin)**: 134.1 kJ/mol
**LUMO**: 5.04 eV
**E_HOMO**: -3.0 eV
**Net charge**: -2